Record 1
Below is a 4-piece molecular cluster, C26H55N6O4 overall in a non-equilibrium geometry, with properties calculated with ωB97M-V/def2-TZVPD.

Element x y z (Å)
C: 0.063826 -2.759945 5.175897
C: -0.421909 -2.929195 3.757612
C: 0.120135 -4.146613 3.049824
N: -1.298930 -2.181554 3.227992
C: -1.312025 -0.949642 2.530313
C: -2.785065 -0.493654 2.323961
C: -3.862484 -1.569024 2.225689
C: -4.023098 -2.402049 0.940732
C: -4.186820 -1.537434 -0.315282
C: -2.992065 -3.520218 0.740126
C: -0.650457 0.223211 3.319126
C: 0.842592 0.451609 3.114950
C: 1.285015 0.417091 1.636319
C: 2.351054 -0.635802 1.390287
C: 3.006810 -0.447624 0.031270
O: 2.629584 0.448619 -0.680724
N: 4.025043 -1.317075 -0.379574
C: 4.800733 -1.883986 0.726353
C: 3.477518 -2.437348 -1.208750
N: 0.091631 0.171492 0.770028
C: -0.655108 -1.066688 1.128650
H: 0.879807 -3.438898 5.415670
H: 0.348702 -1.733074 5.399835
H: -0.763455 -3.030892 5.835369
H: -0.255341 -5.045650 3.547440
H: -0.229120 -4.163625 2.020751
H: 1.207556 -4.187372 3.122727
H: -3.022434 0.081419 3.222236
H: -2.839568 0.212085 1.490094
H: -4.808092 -1.021716 2.307849
H: -3.829448 -2.218571 3.100942
H: -4.981598 -2.907750 1.077684
H: -3.487110 -0.703643 -0.364979
H: -3.979919 -2.157922 -1.189864
H: -5.216860 -1.199291 -0.414116
H: -2.185504 -3.241320 0.059604
H: -3.490378 -4.360835 0.252489
H: -2.601455 -3.898045 1.681322
H: -0.875516 0.037239 4.366964
H: -1.175067 1.146010 3.054862
H: 1.465405 -0.234477 3.689149
H: 1.073603 1.445114 3.499642
H: 1.696194 1.377056 1.338864
H: 3.103138 -0.514922 2.170222
H: 1.999551 -1.665291 1.482400
H: 5.662330 -2.415520 0.332124
H: 4.231074 -2.585303 1.348886
H: 5.176080 -1.100610 1.382563
H: 3.895078 -2.380209 -2.211524
H: 2.389719 -2.426126 -1.235516
H: 3.844245 -3.373225 -0.793720
H: 0.389955 0.103292 -0.211984
H: -0.536480 0.973113 0.789689
H: 0.010428 -1.914043 0.995665
H: -1.430339 -1.174965 0.376514
C: 7.998088 -0.654870 -4.925650
C: 7.191655 -0.507017 -3.656388
O: 7.680820 -0.090142 -2.621758
N: 5.876113 -0.861797 -3.702409
C: 5.124924 -1.376629 -4.829242
H: 9.013844 -0.333737 -4.719903
H: 8.016115 -1.693633 -5.257141
H: 7.586430 -0.035511 -5.723180
H: 5.400486 -0.733779 -2.820727
H: 4.289236 -0.714738 -5.064705
H: 4.717361 -2.364492 -4.601358
H: 5.758369 -1.460237 -5.705275
C: -2.852031 0.292455 -3.333694
C: -1.793190 0.909121 -2.457754
O: -1.171680 0.220218 -1.636049
N: -1.546359 2.217692 -2.601323
C: -2.187143 3.159608 -3.516476
H: -2.925003 -0.763702 -3.095594
H: -3.819618 0.762693 -3.158015
H: -2.591116 0.400750 -4.386184
H: -0.821418 2.572427 -1.997409
H: -1.433016 3.581127 -4.181648
H: -2.653401 3.965748 -2.952104
H: -2.941768 2.658424 -4.110757
C: -5.118831 5.935865 -0.064521
C: -3.871190 5.931498 -0.914935
O: -3.857751 5.439310 -2.034620
N: -2.755549 6.503737 -0.394910
C: -2.592226 7.136313 0.901272
H: -5.911837 5.448990 -0.622599
H: -4.957273 5.393617 0.867814
H: -5.426514 6.955356 0.168164
H: -1.961218 6.479914 -1.014688
H: -2.300298 8.179823 0.779824
H: -1.816557 6.629436 1.477518
H: -3.519585 7.099917 1.461777

Force components x, y, z for each atom (eV/Å):
-0.092 -0.288 0.179
-0.401 0.019 0.055
-0.415 -0.136 0.082
1.677 0.089 -0.488
-1.038 0.642 0.083
0.164 -0.284 0.690
-0.447 0.276 -0.529
0.091 -0.019 0.201
0.054 -0.579 -0.110
-0.349 -0.242 -0.270
0.026 -0.198 -0.173
0.135 0.237 -0.001
-0.071 -0.276 0.650
0.372 0.271 -0.086
0.333 0.225 -0.028
-0.520 0.031 -0.521
-0.271 -1.021 0.571
0.153 0.115 0.358
0.745 0.517 -0.266
0.495 -0.223 -0.250
-0.515 -0.252 -0.197
0.119 0.070 -0.023
-0.061 0.060 -0.034
-0.032 0.123 0.056
0.067 -0.061 0.011
0.128 -0.040 -0.073
0.049 0.040 -0.043
-0.164 0.066 -0.041
0.035 0.003 -0.055
-0.005 0.033 0.146
0.200 -0.070 -0.013
-0.004 -0.053 0.058
-0.073 0.124 0.039
-0.065 0.027 -0.080
0.065 0.343 0.039
0.197 0.113 0.219
0.029 -0.015 -0.077
0.146 0.121 0.029
0.029 0.127 0.065
0.010 0.048 -0.028
-0.163 -0.194 0.008
0.079 -0.031 0.131
-0.078 0.043 -0.131
0.041 -0.023 0.013
-0.093 -0.006 0.087
0.019 0.048 -0.129
-0.063 -0.083 -0.078
0.086 0.110 -0.122
-0.303 0.052 -0.169
-0.052 -0.066 -0.120
-0.255 -0.097 0.111
-0.188 0.199 -0.087
-0.092 -0.037 -0.024
0.139 0.021 0.299
0.068 0.012 -0.127
0.023 0.029 0.050
0.018 0.004 0.032
0.014 -0.017 0.017
0.015 -0.076 -0.012
-0.120 0.090 0.277
-0.001 0.012 0.043
-0.028 0.015 -0.059
-0.011 -0.053 -0.040
-0.023 0.074 -0.015
0.020 0.000 -0.095
0.042 -0.043 -0.094
0.012 -0.005 -0.011
0.029 -0.089 0.062
-0.016 -0.098 -0.130
0.083 0.177 0.200
-0.106 -0.123 0.008
0.273 0.094 0.186
0.031 -0.004 0.029
-0.006 0.026 -0.072
-0.060 0.049 -0.016
0.035 0.036 -0.050
-0.060 -0.024 -0.087
-0.066 -0.037 -0.111
-0.007 -0.019 -0.001
-0.009 -0.038 -0.063
-0.074 0.077 -0.016
0.036 -0.010 0.108
-0.035 -0.107 0.081
0.151 0.002 -0.187
0.019 -0.007 -0.040
-0.015 0.062 0.042
0.005 -0.009 0.066
-0.007 0.071 -0.024
-0.046 0.024 0.055
-0.039 0.006 0.061
-0.015 -0.001 0.004

Calculated values
- Calculated total energy: -44979.01063 eV
- Largest force on an atom: 0.0340 Eh/bohr
- Gap between HOMO and LUMO: 8.240 eV
- Lowest unoccupied orbital energy: -2.344 eV
- Charge: +1

Atomic partial charges in e from the Löwdin method, atoms 1 to 4: C -0.02; C -0.36; C -0.03; N 0.13

---

Record 2
Below is the molecule C6H6FNO2 in a non-equilibrium geometry, with properties calculated with ωB97M-V/def2-TZVPD.

Element x y z (Å)
O: 1.891353 0.595743 -3.410435
N: 1.721547 0.123959 -2.318131
O: 1.062841 1.002860 -1.492463
C: 0.921560 0.796392 -0.173419
C: 1.658610 -0.468428 0.295854
C: 1.059495 -1.668217 0.128154
F: 1.710393 -2.854842 0.230850
C: -0.357501 -1.677356 -0.081325
C: -1.163469 -0.564012 -0.072554
C: -0.590751 0.878298 0.084702
H: 1.501957 1.608278 0.363216
H: 2.621831 -0.410532 0.726563
H: -1.034305 -2.508487 -0.026807
H: -2.192446 -0.780668 -0.470088
H: -0.844345 1.628877 -0.625332
H: -0.890168 1.214072 1.018148

Force components x, y, z for each atom (eV/Å):
-0.694 -0.755 2.508
0.820 0.213 -1.986
0.307 1.784 -4.146
1.276 -0.765 4.695
-1.487 -1.435 -0.453
0.727 1.292 0.641
-0.499 0.762 0.270
-2.758 1.423 0.274
0.887 0.026 -1.811
1.044 -2.896 -1.195
-0.959 -0.377 -0.621
1.042 0.179 -0.089
0.787 -1.184 -0.519
0.825 0.672 1.125
-1.111 0.270 -0.754
-0.207 0.792 2.062

Calculated values
- Energy above the lowest of the compared OMol25 structures with the same formula, charge and spin: 62.4 kcal/mol
- Calculated total energy: -14616.72699 eV
- Largest force on an atom: 0.0958 Eh/bohr
- Gap between HOMO and LUMO: 8.950 eV
- Structure (SMILES): O=NO[C@@H]1C=C(F)C=CC1
- Lowest unoccupied orbital energy: 0.098 eV

Atomic partial charges in e from the Löwdin method, atoms 1 to 4: O 0.05; N 0.01; O -0.06; C -0.37